Record 1
C19H66CuF3N30O17 | the ωB97M-V functional and the def2-TZVPD basis

Spin multiplicity ... 1
Net charge ... 0
LUMO ... -0.6232 eV
Energy above the lowest of the compared OMol25 structures with the same formula, charge and spin ... 205.5 kcal per mole

```
136
C19H66CuF3N30O17 | the Open Molecules 2025 dataset | the ωB97M-V functional and the def2-TZVPD basis
Cu -33.766 1.598 -15.462
C -31.399 4.181 -15.068
O -30.765 5.096 -14.171
O -32.180 3.250 -14.331
C -32.195 5.100 -16.094
F -32.726 4.443 -17.147
F -33.137 5.817 -15.443
F -31.345 5.987 -16.644
C -29.287 5.072 -14.196
C -28.563 5.699 -13.076
H -27.490 5.791 -13.246
H -28.985 6.703 -13.025
H -28.790 5.246 -12.111
H -29.054 5.539 -15.153
H -28.904 4.052 -14.224
H -30.607 3.863 -15.747
C -31.673 8.193 -11.657
O -31.363 8.923 -10.774
N -31.765 8.273 -12.956
N -31.696 6.925 -11.436
H -31.534 7.418 -13.442
H -31.571 9.189 -13.335
H -31.556 6.295 -12.213
H -31.479 6.579 -10.513
C -31.595 -0.086 -13.564
O -32.162 0.073 -14.611
N -31.909 -0.921 -12.603
N -30.791 0.806 -13.110
H -32.733 -1.478 -12.775
H -31.780 -0.599 -11.654
H -30.315 0.707 -12.225
H -30.707 1.674 -13.620
C -27.482 8.583 -15.953
O -26.380 8.076 -15.859
N -27.902 9.204 -17.014
N -28.327 8.534 -15.008
H -27.236 9.276 -17.770
H -28.835 9.567 -17.150
H -29.177 9.080 -15.008
H -28.066 7.975 -14.209
C -30.460 -0.603 -17.607
O -30.581 -1.385 -18.498
N -30.959 0.576 -17.389
N -29.708 -0.886 -16.613
H -30.762 1.043 -16.515
H -31.859 0.709 -17.827
H -29.486 -0.355 -15.783
H -29.047 -1.650 -16.610
C -34.187 1.036 -18.782
O -33.714 0.926 -17.681
N -34.495 2.100 -19.407
N -34.433 -0.078 -19.340
H -34.158 2.935 -18.950
H -34.716 2.015 -20.389
H -34.154 -0.836 -18.735
H -34.476 -0.081 -20.349
C -35.210 3.651 -12.453
O -36.270 3.641 -11.949
N -34.900 4.364 -13.514
N -34.194 2.848 -12.084
H -35.416 5.213 -13.695
H -33.973 4.327 -13.914
H -33.386 3.018 -12.666
H -34.348 2.157 -11.364
C -26.973 5.169 -17.664
O -26.944 4.164 -18.392
N -26.190 5.162 -16.564
N -27.822 6.144 -17.850
H -25.520 4.453 -16.301
H -26.045 6.072 -16.150
H -28.156 6.868 -17.230
H -28.232 6.241 -18.768
C -24.134 5.157 -14.011
O -24.493 4.111 -13.521
N -23.170 5.224 -14.903
N -24.699 6.267 -13.916
H -22.811 4.362 -15.288
H -23.033 6.115 -15.357
H -25.441 6.232 -13.233
H -24.556 7.144 -14.397
C -31.615 9.700 -16.944
O -30.655 9.343 -16.409
N -32.811 9.363 -16.583
N -31.835 10.222 -18.112
H -33.519 9.292 -17.300
H -32.936 8.667 -15.861
H -31.093 10.177 -18.797
H -32.768 10.496 -18.384
C -28.956 7.393 -8.785
O -28.560 8.522 -8.603
N -29.455 6.586 -7.874
N -28.547 6.862 -9.947
H -29.536 5.681 -8.313
H -29.813 6.832 -6.962
H -28.661 5.859 -9.984
H -27.680 7.338 -10.152
C -36.030 7.794 -14.719
O -35.954 6.689 -14.211
N -36.668 8.787 -14.133
N -35.533 8.110 -15.825
H -36.618 9.777 -14.328
H -36.740 8.472 -13.177
H -35.291 7.420 -16.521
H -35.561 9.103 -16.009
C -31.566 3.990 -10.144
O -30.758 4.408 -9.330
N -32.785 4.199 -9.955
N -31.203 3.179 -11.070
H -33.039 4.829 -9.208
H -33.333 3.941 -10.764
H -31.860 2.677 -11.649
H -30.258 3.357 -11.378
C -26.592 1.441 -15.775
O -26.764 0.534 -14.975
N -27.262 2.567 -15.648
N -25.887 1.313 -16.897
H -27.742 2.657 -14.764
H -27.149 3.306 -16.327
H -25.487 0.454 -17.248
H -26.331 1.949 -17.544
C -31.937 3.556 -21.485
O -32.902 3.790 -22.237
N -31.832 3.995 -20.276
N -30.924 2.916 -21.863
H -31.012 3.795 -19.721
H -32.661 4.421 -19.886
H -30.123 2.688 -21.292
H -30.960 2.667 -22.841
C -27.434 2.382 -11.626
O -28.510 1.728 -11.542
N -26.520 2.355 -12.614
N -27.082 3.357 -10.772
H -26.567 1.662 -13.347
H -25.890 3.135 -12.737
H -26.166 3.765 -10.893
H -27.833 3.713 -10.199
```



Record 2
C5H20O5 | the ωB97M-V functional and the def2-TZVPD basis

Spin multiplicity ... 1
Structure (SMILES) ... CO.CO.CO.CO.CO
Net charge ... 0
LUMO ... 0.4607 eV
Energy above the lowest of the compared OMol25 structures with the same formula, charge and spin ... 46.4 kcal per mole

```
30
C5H20O5 | the Open Molecules 2025 dataset | the ωB97M-V functional and the def2-TZVPD basis
C 11.182 -10.839 7.370
O 10.426 -9.697 7.691
H 12.062 -10.502 6.809
H 11.563 -11.370 8.243
H 10.669 -11.490 6.658
H 9.513 -9.918 7.882
C 5.753 -6.463 11.900
O 6.449 -5.247 11.671
H 5.155 -6.408 12.816
H 5.016 -6.691 11.121
H 6.434 -7.310 11.991
H 6.203 -4.598 12.328
C 8.080 -6.556 8.832
O 6.968 -5.676 8.820
H 7.938 -7.391 8.145
H 9.001 -6.041 8.546
H 8.244 -6.959 9.835
H 6.699 -5.527 9.736
C 6.166 -3.796 6.240
O 5.393 -4.930 6.600
H 5.747 -2.861 6.631
H 7.141 -3.906 6.740
H 6.365 -3.672 5.177
H 5.786 -5.211 7.439
C 6.723 -1.898 9.741
O 5.955 -1.026 8.908
H 6.501 -2.954 9.609
H 7.777 -1.681 9.564
H 6.481 -1.729 10.798
H 6.114 -0.145 9.256
```



Record 3
CH7O3 | the ωB97M-V functional and the def2-TZVPD basis

Spin multiplicity ... 1
Net charge ... -1
LUMO ... 4.5293 eV
Energy above the lowest of the compared OMol25 structures with the same formula, charge and spin ... 2.0 kcal per mole

```
11
CH7O3 | the Open Molecules 2025 dataset | the ωB97M-V functional and the def2-TZVPD basis
C 0.446 1.132 -0.170
O 0.533 -0.234 -0.157
H 0.494 1.542 -1.194
H -0.504 1.532 0.284
H 1.247 1.604 0.408
H 0.304 -0.657 1.313
H -0.445 -0.336 2.675
O 0.189 -0.956 2.293
H -0.436 -1.567 -2.428
H -0.661 -0.772 -1.157
O -1.168 -1.289 -1.868
```



Record 4
C10H14N2O3 | the ωB97M-V functional and the def2-TZVPD basis

Spin multiplicity ... 1
Structure (SMILES) ... C=C1C=CC=C[C@@H]1O/[N+]([O-])=C(\N)[C@H](C)O
Net charge ... 0
LUMO ... 0.1882 eV
Energy above the lowest of the compared OMol25 structures with the same formula, charge and spin ... 163.1 kcal per mole

```
29
C10H14N2O3 | the Open Molecules 2025 dataset | the ωB97M-V functional and the def2-TZVPD basis
C -0.838 1.023 -1.569
C -1.861 0.383 -0.930
C -2.988 1.134 -0.424
C -4.113 0.566 0.066
C -4.114 -0.879 0.279
C -2.964 -1.577 0.172
C -1.670 -0.922 -0.365
O -0.791 -0.795 0.756
N 0.453 -1.107 0.257
O 0.718 -2.236 -0.359
C 1.300 -0.158 0.415
N 1.086 0.979 1.047
C 2.636 -0.187 -0.303
C 3.633 -1.148 0.380
O 3.136 1.090 -0.306
H -0.154 0.470 -2.167
H -0.726 2.077 -1.602
H -2.873 2.235 -0.548
H -5.041 1.063 0.292
H -4.948 -1.475 0.589
H -2.878 -2.609 0.566
H -1.358 -1.748 -1.091
H 1.864 1.601 1.040
H 0.277 1.134 1.520
H 2.598 -0.636 -1.384
H 3.159 -2.131 0.476
H 4.019 -0.750 1.277
H 4.430 -1.276 -0.325
H 3.785 1.238 0.469
```



Record 5
CH5OPS | the ωB97M-V functional and the def2-TZVPD basis

Spin multiplicity ... 1
Structure (SMILES) ... CP=S.O
Net charge ... 0
LUMO ... -0.9963 eV
Energy above the lowest of the compared OMol25 structures with the same formula, charge and spin ... 31.7 kcal per mole

```
9
CH5OPS | the Open Molecules 2025 dataset | the ωB97M-V functional and the def2-TZVPD basis
C 1.367 -1.896 0.661
P -0.111 -1.238 -0.139
S -1.545 -2.295 0.626
H 1.146 -2.700 1.337
H 2.018 -1.158 1.253
H 2.150 -2.256 -0.045
O -0.928 0.477 2.315
H -1.386 0.809 3.001
H -0.556 -0.345 2.623
```



Record 6
C18H35BNO10P2 | the ωB97M-V functional and the def2-TZVPD basis

Spin multiplicity ... 1
Net charge ... -1
LUMO ... 1.5381 eV

```
67
C18H35BNO10P2 | the Open Molecules 2025 dataset | the ωB97M-V functional and the def2-TZVPD basis
C -0.707 -2.075 1.909
C -0.330 -2.135 0.325
C 0.368 -3.512 -0.059
O -0.190 -4.569 0.330
O 1.559 -3.664 -0.809
C 2.487 -2.571 -0.602
C 2.997 -2.517 0.921
C 4.194 -1.490 1.174
C 3.977 0.084 0.937
B 2.472 0.691 0.850
O 1.750 1.167 2.026
O 1.756 0.847 -0.392
O 4.439 0.623 2.237
C 5.506 -0.209 2.749
O 6.611 0.162 3.159
C 4.853 -1.686 2.645
P 3.716 -1.727 4.160
P 3.166 -3.856 4.408
O 4.048 -4.627 3.423
O 3.452 -4.215 6.047
O 1.509 -4.123 4.009
H -0.733 -3.117 2.368
H -1.750 -1.613 2.072
H 0.048 -1.389 2.416
H 0.282 -1.204 0.105
H -1.333 -2.039 -0.223
H 3.432 -2.725 -1.245
H 2.012 -1.606 -0.976
H 3.422 -3.568 1.143
H 2.140 -2.387 1.685
H 5.076 -1.740 0.472
H 4.706 0.384 0.106
H 1.664 0.451 2.687
H 0.780 0.815 -0.213
H 5.595 -2.559 2.738
H 2.460 -1.088 3.908
H 3.764 -3.386 6.489
H 1.278 -4.940 4.520
C -4.381 1.431 -0.601
C -3.794 1.366 -2.026
C -4.640 2.244 -2.975
C -4.496 3.748 -2.769
C -3.140 4.158 -2.200
C -2.000 3.145 -2.445
N -2.410 1.850 -1.891
O -1.444 0.858 -2.036
C -0.782 3.663 -1.650
C -1.626 3.134 -3.941
C -3.966 -0.084 -2.528
H -3.822 0.786 0.083
H -5.428 1.100 -0.583
H -4.352 2.444 -0.193
H -4.374 2.014 -4.012
H -5.703 1.979 -2.889
H -4.664 4.252 -3.728
H -5.285 4.110 -2.101
H -2.870 5.144 -2.597
H -3.256 4.307 -1.120
H -0.981 3.646 -0.574
H -0.546 4.699 -1.924
H 0.117 3.068 -1.836
H -1.325 4.137 -4.269
H -2.451 2.821 -4.586
H -0.782 2.469 -4.141
H -5.026 -0.364 -2.541
H -3.459 -0.806 -1.884
H -3.585 -0.203 -3.547
```



Record 7
C8H11N2S | the ωB97M-V functional and the def2-TZVPD basis

Spin multiplicity ... 1
Net charge ... +1
LUMO (alpha / beta) ... -5.3851 / -5.1982 eV
Energy above the lowest of the compared OMol25 structures with the same formula, charge and spin ... 84.6 kcal per mole

```
22
C8H11N2S | the Open Molecules 2025 dataset | the ωB97M-V functional and the def2-TZVPD basis
C -0.704 -1.841 -3.613
C -0.192 -0.714 -2.935
C -1.245 -3.042 -3.141
C -0.190 -3.073 -0.622
C -0.473 0.631 1.755
C -0.158 -0.227 -0.509
C 1.240 2.574 1.928
C -0.264 2.142 1.760
N -0.386 -0.194 0.719
N -0.100 -0.239 -1.716
S -1.448 -3.596 -1.471
H -0.799 -1.622 -4.658
H 0.052 0.037 -3.705
H -1.834 -3.664 -3.762
H 0.703 -2.845 -1.182
H -0.053 -3.277 0.419
H -0.657 0.230 2.724
H 1.302 3.650 2.071
H 1.823 2.213 1.110
H 1.731 2.067 2.771
H -0.911 2.433 2.599
H -0.763 2.675 0.838
```



Record 8
C59H98BNO16S | the ωB97M-V functional and the def2-TZVPD basis

Spin multiplicity ... 1
Structure (SMILES) ... CCOB(O)c1c(CCCN)c(CCCCCCOC(C)=O)cc2c1C(=O)c1c(CCCCS(=O)(=O)O)cccc1C2=O.C1CCOC1.C1CCOC1.C1CCOC1.C1CCOC1.C1CCOC1.C1CCOC1.C1CCOC1
Net charge ... 0
LUMO ... -0.3925 eV

```
176
C59H98BNO16S | the Open Molecules 2025 dataset | the ωB97M-V functional and the def2-TZVPD basis
C 0.089 -0.485 -0.053
C -1.308 -0.047 0.376
O -1.930 0.841 -0.560
B -2.596 0.184 -1.593
O -3.940 0.045 -1.527
C -1.734 -0.356 -2.815
C -1.436 -1.696 -2.885
C -1.899 -2.707 -1.864
C -3.261 -3.368 -2.259
C -4.451 -2.981 -1.371
N -5.562 -2.455 -2.188
C -0.677 -2.189 -3.917
C -0.343 -3.639 -4.096
C 1.157 -4.070 -3.884
C 2.084 -3.129 -3.082
C 3.031 -2.351 -4.025
C 3.553 -1.042 -3.421
C 4.131 -1.315 -2.032
O 5.073 -0.253 -1.773
C 5.659 -0.356 -0.554
C 6.342 0.862 -0.007
O 5.667 -1.400 0.064
C -0.221 -1.299 -4.824
C -0.513 0.002 -4.768
C -1.291 0.506 -3.773
C -1.612 1.963 -3.807
O -2.683 2.404 -3.434
C -0.564 2.877 -4.394
C -0.409 4.187 -4.016
C -1.241 4.908 -2.987
C -0.687 4.800 -1.563
C -1.174 3.572 -0.810
C -0.254 3.299 0.383
S 1.344 2.739 -0.173
O 2.219 3.857 -0.238
O 1.834 1.696 0.666
O 1.084 2.268 -1.666
C 0.552 4.915 -4.632
C 1.357 4.397 -5.586
C 1.183 3.110 -5.944
C 0.239 2.352 -5.377
C 0.010 0.913 -5.811
O 0.272 0.532 -6.936
H 0.574 0.314 -0.595
H 0.671 -0.620 0.852
H 0.096 -1.400 -0.632
H -1.171 0.529 1.289
H -1.937 -0.889 0.664
H -4.261 0.785 -0.996
H -1.203 -3.530 -1.798
H -1.975 -2.303 -0.862
H -3.518 -3.089 -3.277
H -3.180 -4.449 -2.215
H -4.861 -3.839 -0.841
H -4.190 -2.250 -0.604
H -6.128 -1.839 -1.618
H -5.169 -1.835 -2.886
H -0.595 -3.865 -5.131
H -0.953 -4.303 -3.501
H 1.580 -4.305 -4.856
H 1.145 -5.012 -3.341
H 1.566 -2.494 -2.370
H 2.726 -3.783 -2.494
H 3.900 -2.988 -4.199
H 2.580 -2.222 -5.002
H 4.355 -0.679 -4.056
H 2.713 -0.346 -3.376
H 4.623 -2.281 -2.050
H 3.357 -1.296 -1.271
H 6.600 0.632 1.019
H 5.711 1.738 -0.010
H 7.276 1.050 -0.529
H 0.396 -1.636 -5.643
H -1.169 5.969 -3.226
H -2.297 4.679 -3.042
H -1.078 5.671 -1.036
H 0.394 4.907 -1.598
H -1.313 2.711 -1.438
H -2.146 3.807 -0.379
H -0.721 2.529 0.987
H -0.168 4.204 0.967
H 1.709 1.569 -1.917
H 0.654 5.951 -4.352
H 2.090 5.039 -6.042
H 1.812 2.679 -6.707
C 1.637 -3.943 2.645
C 0.953 -5.275 2.345
C 0.108 -4.924 1.128
O 0.813 -3.897 0.422
C 1.875 -3.398 1.246
H 2.553 -4.038 3.225
H 0.953 -3.289 3.192
H 1.701 -6.025 2.079
H 0.364 -5.663 3.174
H -0.870 -4.524 1.424
H -0.053 -5.776 0.466
H 2.823 -3.761 0.834
H 1.879 -2.310 1.215
C -2.984 2.961 -9.229
C -2.499 2.603 -7.826
C -3.798 2.695 -7.031
O -4.857 2.343 -7.925
C -4.359 2.313 -9.263
H -2.328 2.605 -10.023
H -3.078 4.045 -9.325
H -2.122 1.579 -7.806
H -1.719 3.260 -7.443
H -3.977 3.717 -6.680
H -3.813 2.026 -6.169
H -4.296 1.266 -9.582
H -5.056 2.833 -9.921
C 3.346 -8.404 5.712
C 2.672 -9.738 5.413
C 1.828 -9.393 4.194
O 2.528 -8.364 3.488
C 3.584 -7.858 4.314
H 4.262 -8.492 6.294
H 2.657 -7.753 6.257
H 3.425 -10.484 5.149
H 2.082 -10.129 6.241
H 0.848 -8.999 4.488
H 1.673 -10.246 3.532
H 4.535 -8.216 3.905
H 3.581 -6.767 4.280
C 8.313 -8.089 8.782
C 7.725 -9.431 9.202
C 6.256 -9.251 8.848
O 6.212 -8.365 7.724
C 7.501 -7.772 7.534
H 9.385 -8.118 8.594
H 8.122 -7.341 9.554
H 8.160 -10.233 8.601
H 7.882 -9.671 10.253
H 5.702 -8.786 9.671
H 5.766 -10.191 8.589
H 7.953 -8.219 6.642
H 7.387 -6.701 7.365
C -0.790 4.648 5.405
C -1.262 3.216 5.181
C -1.836 3.294 3.778
O -1.086 4.302 3.081
C -0.290 5.033 4.020
H -0.025 4.745 6.174
H -1.638 5.278 5.686
H -0.405 2.537 5.200
H -1.987 2.869 5.915
H -2.882 3.602 3.797
H -1.761 2.346 3.239
H 0.757 4.740 3.881
H -0.380 6.101 3.819
C -1.521 9.936 -2.355
C -3.027 10.063 -2.159
C -3.337 8.825 -1.331
O -2.172 8.555 -0.543
C -1.083 9.353 -1.019
H -1.026 10.877 -2.590
H -1.309 9.229 -3.161
H -3.253 10.965 -1.585
H -3.590 10.104 -3.090
H -3.524 7.956 -1.971
H -4.195 8.962 -0.673
H -0.893 10.143 -0.285
H -0.189 8.734 -1.101
C -6.892 4.226 5.525
C -6.103 5.368 6.154
C -4.766 4.700 6.442
O -4.584 3.696 5.437
C -5.814 3.507 4.728
H -7.727 4.554 4.909
H -7.283 3.569 6.306
H -5.971 6.173 5.428
H -6.568 5.787 7.045
H -4.770 4.207 7.420
H -3.931 5.401 6.411
H -5.702 3.943 3.729
H -6.010 2.439 4.619
```



no.,E_tot (hartree)
1,-5625.714389
2,-578.592811
3,-268.036228
4,-724.459283
5,-855.849945
6,-2221.618514
7,-818.705124
8,-3988.536836